This record from the Open Molecules 2025 dataset describes a 9-piece molecular cluster, C38H61F18NO18 overall. The level of theory is ωB97M-V with the def2-TZVPD basis set.

Each line ends with the Mulliken charge.
Positions of all 136 atoms, in Å:
F  16.987  -13.857  -10.687  -0.235
F  15.867  -14.941  -12.185  -0.255
F  9.746  -20.494  -11.810  -0.258
F  22.072  -15.961  -5.940  -0.229
F  22.129  -16.168  -3.783  -0.262
F  11.831  -19.625  -0.740  -0.291
F  20.137  -20.225  -8.054  -0.303
F  23.359  -17.427  -5.030  -0.255
F  19.482  -18.261  -8.544  -0.237
F  8.336  -20.568  -1.929  -0.241
F  12.774  -20.628  -2.431  -0.185
F  12.831  -18.470  -2.233  -0.354
F  19.596  -19.727  -10.117  -0.270
F  11.635  -21.527  -11.952  -0.247
F  11.622  -19.406  -12.039  -0.240
F  6.593  -19.405  -2.435  -0.251
F  14.879  -13.432  -11.012  -0.246
F  8.141  -18.528  -1.138  -0.234
O  12.185  -20.204  -9.380  -0.318
O  14.317  -15.381  -9.310  -0.391
O  8.528  -19.245  -4.492  -0.550
O  17.349  -20.162  -7.532  -0.419
O  16.191  -16.452  -9.838  -0.530
O  9.378  -17.663  -3.160  -0.349
O  13.962  -20.075  0.489  -0.232
O  13.839  -15.630  -0.357  -0.284
O  21.369  -19.033  -4.615  -0.347
O  9.966  -20.554  -9.356  -0.354
O  15.957  -15.902  -5.508  -0.049
O  14.912  -14.528  -3.049  -0.474
O  16.881  -23.152  -2.442  -0.420
O  15.264  -23.697  -4.901  -0.401
O  14.556  -23.033  -7.904  -0.440
O  17.101  -19.681  -9.693  -0.267
O  19.948  -17.549  -5.533  -0.432
O  15.251  -19.680  -1.310  -0.588
N  12.960  -19.016  -5.574  -0.356
C  13.975  -16.382  -8.330  1.449
C  17.378  -22.186  -1.510  -0.025
C  15.714  -20.022  -9.767  1.134
C  15.797  -14.388  -10.956  0.807
C  8.629  -18.745  -3.410  0.275
C  13.203  -23.368  -8.089  -0.723
C  15.640  -21.180  -10.752  -1.563
C  15.079  -15.816  -1.000  -0.725
C  19.242  -20.158  -4.011  -0.846
C  19.291  -19.557  -8.830  0.823
C  10.402  -17.292  -4.099  0.170
C  12.872  -19.630  -1.569  0.868
C  17.019  -15.993  -6.437  -0.689
C  22.162  -16.831  -4.945  0.834
C  15.425  -14.584  -5.433  -0.504
C  21.016  -17.872  -5.104  0.354
C  14.442  -22.692  -5.396  0.565
C  15.484  -19.186  -4.964  1.566
C  14.496  -20.146  2.772  -1.350
C  20.527  -20.164  -4.824  -0.040
C  14.987  -24.088  -3.589  -0.775
C  11.131  -16.166  -3.348  -0.829
C  14.187  -19.747  -0.773  0.432
C  12.690  -15.845  -7.701  -1.323
C  14.927  -15.846  -2.514  0.709
C  17.809  -19.896  -8.606  0.259
C  15.044  -20.339  1.373  -0.050
C  15.436  -15.536  -9.997  0.487
C  7.902  -19.333  -2.175  0.904
C  14.802  -22.216  -6.790  -0.101
C  14.376  -14.492  -4.354  0.258
C  13.848  -16.111  0.955  -0.710
C  11.138  -20.374  -9.933  0.393
C  11.037  -20.442  -11.471  0.756
C  9.875  -20.432  -7.953  -0.272
C  15.469  -23.147  -2.503  0.421
C  10.007  -18.992  -7.436  0.226
C  14.071  -19.103  -5.296  -0.294
H  18.342  -22.532  -1.136  0.337
H  15.588  -19.201  -3.877  -0.088
H  15.238  -19.132  -10.181  0.086
H  18.710  -21.111  -4.057  0.461
H  14.305  -17.099  1.088  0.125
H  20.375  -20.233  -5.901  0.008
H  12.536  -22.506  -8.014  0.196
H  15.594  -16.741  -0.712  0.253
H  15.427  -25.069  -3.407  0.354
H  14.963  -14.269  -6.376  0.234
H  9.982  -16.927  -5.036  0.611
H  15.826  -15.059  -0.728  0.416
H  14.768  -16.369  -7.584  -0.692
H  13.559  -20.668  2.969  0.329
H  12.751  -14.783  -7.478  0.438
H  15.040  -22.147  -2.655  -0.267
H  15.199  -20.466  3.540  0.405
H  16.273  -21.987  -10.377  0.373
H  9.788  -18.897  -6.376  -0.417
H  13.904  -24.221  -3.463  0.399
H  15.908  -19.700  1.193  0.301
H  13.868  -17.344  -8.827  0.149
H  15.361  -21.381  1.278  0.279
H  12.911  -24.132  -7.358  0.346
H  15.730  -16.500  -2.873  0.042
H  19.607  -20.132  -2.980  0.449
H  15.851  -21.920  -6.814  0.041
H  16.789  -15.653  -7.452  0.169
H  17.898  -15.412  -6.144  0.437
H  14.251  -19.094  2.936  0.290
H  14.241  -21.281  -6.932  0.163
H  18.516  -19.397  -4.278  0.057
H  16.652  -22.151  -0.697  -0.019
H  14.641  -21.552  -10.963  0.287
H  12.359  -16.474  -6.876  -0.171
H  15.988  -20.068  -5.353  0.217
H  14.391  -15.409  1.601  0.381
H  11.141  -18.064  -4.313  0.051
H  15.252  -20.209  -8.799  -0.400
H  14.019  -16.378  -2.812  -0.230
H  13.629  -15.253  -4.610  -0.752
H  11.951  -15.863  -3.999  -0.117
H  10.589  -21.098  -7.460  0.006
H  12.838  -16.175  1.363  0.282
H  11.966  -15.954  -8.513  0.556
H  13.824  -13.549  -4.374  0.414
H  11.042  -18.705  -7.621  -0.081
H  15.103  -23.417  -1.503  0.387
H  14.439  -21.838  -4.702  -0.530
H  8.939  -20.838  -7.567  0.436
H  9.335  -18.352  -8.010  0.472
H  15.988  -18.303  -5.355  -1.000
H  13.043  -23.901  -9.026  0.299
H  16.237  -13.901  -5.167  0.376
H  10.462  -15.366  -3.036  0.473
H  17.368  -17.016  -6.585  0.024
H  16.120  -20.855  -11.677  0.421
H  13.387  -23.011  -5.332  0.393
H  11.572  -16.525  -2.420  0.284
H  21.153  -21.020  -4.575  0.326
H  17.559  -21.238  -2.014  -0.137

## Properties
* structure (SMILES): CCOC(=O)C(F)(F)F.CCOC(=O)C(F)(F)F.CCOC(=O)C(F)(F)F.CCOC(=O)C(F)(F)F.CCOC(=O)C(F)(F)F.CCOC(=O)C(F)(F)F.COCCOCCOC.COCCOCCOC.CC#N
* spin multiplicity: 1
* frontier orbital gap: 10.07 eV
* energy above the lowest of the compared OMol25 structures with the same formula, charge and spin: 0.0 kJ/mol
* E: -127653.2167 eV
* LUMO: 0.303 eV

***

This record from the Open Molecules 2025 dataset describes a 3-piece molecular cluster, C38H61FN6O8P overall. The level of theory is ωB97M-V with the def2-TZVPD basis set.

Each line ends with the Mulliken charge.
Positions of all 115 atoms, in Å:
P  1.549  0.905  -3.083  0.483
F  3.168  -1.170  -6.219  -0.359
O  0.604  -3.000  5.630  -0.577
O  -6.400  1.388  0.875  -0.536
O  2.878  0.837  -2.230  -0.541
O  -1.477  -3.690  5.705  -0.591
O  9.489  -2.923  -0.835  -0.510
O  -3.325  7.812  0.284  -0.580
O  -4.848  1.376  2.813  -0.371
O  -3.887  6.237  -1.137  -0.593
N  0.746  -0.698  -3.315  0.253
N  7.466  -1.385  -1.016  0.039
N  1.631  -2.192  -1.031  -0.010
N  -0.808  0.434  0.544  0.118
N  -4.129  7.263  -0.484  0.987
N  -0.534  -3.003  6.122  0.972
C  -4.612  3.201  0.727  -0.568
C  -0.696  1.927  0.168  -0.554
C  0.470  -0.289  0.180  -1.644
C  -1.266  -0.436  9.432  -0.357
C  -7.998  8.986  -0.863  -0.385
C  -2.634  -1.717  2.246  -0.535
C  8.721  -1.954  -0.320  0.456
C  -0.397  -3.100  1.376  -0.860
C  6.717  -2.503  -1.707  -0.921
C  -7.684  7.823  -1.568  -0.442
C  -0.783  -2.128  7.275  0.118
C  5.055  -2.348  -1.599  0.220
C  -1.089  -2.174  2.534  -0.033
C  1.396  -2.635  -4.928  -0.714
C  -2.048  -2.114  7.875  -0.221
C  -5.769  9.038  0.077  -0.337
C  8.071  -0.412  -2.050  -0.812
C  4.441  -3.356  -2.737  -0.514
C  -2.758  -1.333  -3.403  -0.919
C  2.987  -4.018  -2.372  -1.179
C  -3.473  0.877  2.654  -0.049
C  0.245  -1.305  7.756  -0.341
C  -7.044  9.595  -0.046  -0.430
C  -3.220  -0.613  3.359  -0.426
C  1.748  -1.836  -3.541  -0.552
C  -5.459  7.866  -0.626  0.065
C  -6.412  7.258  -1.455  -0.212
C  -5.313  1.922  1.495  0.528
C  0.708  -0.906  -6.977  -0.864
C  1.875  -1.888  -6.306  0.204
C  9.187  -1.339  1.144  -0.941
C  -0.004  -0.458  8.837  -0.484
C  -1.438  -1.957  -3.034  -0.238
C  0.227  -1.581  -0.854  1.004
C  -2.285  -1.264  8.958  -0.521
C  -0.786  -2.720  -0.167  -0.431
C  1.731  -2.966  -2.330  0.277
C  -0.317  -1.005  -2.287  -0.875
H  -4.422  3.001  -0.435  0.236
H  -7.295  10.503  0.498  0.367
H  -3.069  -0.370  -2.798  0.238
H  -0.346  -1.366  -6.667  0.248
H  0.752  0.195  -6.523  0.193
H  0.758  -3.145  1.603  0.198
H  -0.395  -1.248  2.828  0.289
H  -0.871  0.027  -2.063  0.217
H  -5.282  4.188  0.750  0.281
H  -6.183  6.352  -2.012  0.410
H  0.944  -0.660  1.211  0.172
H  -2.739  1.641  3.171  0.190
H  -1.276  -3.103  -3.302  0.333
H  0.235  -0.604  -4.245  0.579
H  4.815  -1.206  -1.832  0.035
H  0.734  -0.917  -8.150  0.331
H  2.790  -1.322  -3.692  0.686
H  0.637  1.889  -2.487  0.107
H  -5.038  9.523  0.720  0.422
H  -1.927  -2.471  -0.341  0.304
H  1.218  0.504  -0.244  0.511
H  -2.825  -1.223  1.200  0.152
H  7.364  -0.299  -2.983  0.288
H  4.367  -2.828  -3.798  0.073
H  5.209  -4.243  -2.881  0.513
H  1.234  -1.310  7.303  0.427
H  9.239  -2.146  1.991  0.289
H  3.087  -4.495  -1.298  0.461
H  9.172  -0.748  -2.364  0.327
H  1.849  -2.862  -0.261  0.489
H  0.785  0.190  9.213  0.371
H  -1.119  -2.843  3.522  -0.040
H  -3.228  0.897  1.510  -0.001
H  6.971  -3.533  -1.186  0.365
H  -0.587  -3.707  -0.809  0.357
H  0.750  -3.617  -2.528  -0.208
H  0.236  -2.876  -5.067  0.205
H  2.035  -2.754  -7.112  0.336
H  -3.579  3.509  1.188  0.223
H  7.062  -2.591  -2.824  0.319
H  -3.344  -2.675  2.285  0.394
H  0.329  2.329  0.565  0.373
H  4.728  -2.637  -0.510  0.088
H  2.823  -4.915  -3.125  0.341
H  10.249  -0.809  1.092  0.268
H  -2.566  -0.549  4.327  0.223
H  1.856  1.415  -4.422  0.185
H  -4.301  -1.009  3.639  0.282
H  -3.449  -1.707  -4.269  0.288
H  -3.265  -1.244  9.429  0.374
H  8.213  0.624  -1.482  0.274
H  -0.905  2.131  -0.965  0.038
H  -8.432  7.355  -2.204  0.364
H  -0.795  -4.212  1.556  0.368
H  8.419  -0.489  1.411  0.278
H  -1.539  2.467  0.813  0.146
H  -8.992  9.420  -0.950  0.368
H  -0.919  0.475  1.601  0.232
H  1.923  -3.706  -4.931  0.322
H  -2.854  -2.751  7.515  0.433
H  -1.458  0.231  10.271  0.373

## Properties
* spin multiplicity: 1
* frontier orbital gap: 8.02 eV
* net charge: +1
* E: -77694.9958 eV
* LUMO: -2.896 eV

***

- The lowest frontier orbital gap belongs to which entry?
  C38H61FN6O8P

***

- Among the records above, which one has the lowest E?
  C38H61F18NO18